C21H25BrO6Pt as an isolated structure at a distorted geometry, computed with wB97M-V/def2-TZVPD.

Lowest unoccupied orbital energy (alpha / beta) ... -6.1299 / -10.0960 eV

```
! wB97M-V def2-TZVPD RIJCOSX def2/J DEFGRID3
* xyz 2 5
Pt 0.20 0.08 -0.23
C 2.66 2.15 -1.90
C 2.24 2.79 -0.58
O 0.86 2.50 -0.33
C 0.35 3.10 0.86
C 0.85 2.40 2.11
O 0.63 1.00 1.95
C 1.53 0.14 2.65
C 2.89 0.09 1.99
O 2.73 -0.29 0.63
C 3.93 -0.11 -0.13
C 3.59 -0.07 -1.61
O 2.48 0.75 -1.91
H 3.70 2.41 -2.11
H 2.03 2.55 -2.70
H 2.38 3.87 -0.66
H 2.86 2.42 0.24
H -0.73 3.02 0.79
H 0.63 4.16 0.90
H 0.28 2.76 2.97
H 1.91 2.61 2.29
H 1.06 -0.85 2.62
H 1.64 0.45 3.69
H 3.52 -0.63 2.51
H 3.38 1.07 2.04
H 4.61 -0.94 0.06
H 4.42 0.82 0.18
H 3.31 -1.07 -1.95
H 4.47 0.25 -2.17
C -1.21 -1.62 -4.47
C -0.61 -2.48 -3.54
C -0.06 -1.96 -2.39
C -0.21 -0.57 -2.10
C -0.81 0.28 -3.06
C -1.33 -0.24 -4.22
H -1.57 -2.02 -5.41
H -0.54 -3.54 -3.74
H 0.46 -2.61 -1.71
H -0.88 1.35 -2.87
H -1.81 0.40 -4.94
Br -7.17 -0.35 1.89
C -5.57 -1.29 1.99
C -5.58 -2.60 2.53
C -4.39 -3.28 2.62
C -3.21 -2.69 2.16
C -3.21 -1.39 1.60
C -4.39 -0.68 1.52
C -1.95 -0.79 1.06
O -2.00 0.34 0.51
O -0.88 -1.45 1.14
H -6.50 -3.05 2.87
H -4.38 -4.28 3.04
H -2.27 -3.22 2.23
H -4.39 0.31 1.10
*
```

A 2-piece molecular cluster, CHBr2FS overall at a distorted geometry, computed with wB97M-V/def2-TZVPD.

Relative energy (zero: lowest compared OMol25 entry of this formula, charge and spin) ... 0.191 eV
Lowest unoccupied orbital energy ... -0.4794 eV

```
! wB97M-V def2-TZVPD RIJCOSX def2/J DEFGRID3
* xyz 0 1
C 0.73 0.87 1.05
F 0.21 1.16 2.20
S 0.29 1.54 -0.31
Br -2.15 -1.69 -1.66
Br 2.07 -0.50 1.25
H -1.14 -1.38 -2.52
*
```

A 11-piece molecular cluster, C29H45F18N5O22 overall at a distorted geometry, computed with wB97M-V/def2-TZVPD.

Relative energy (zero: lowest compared OMol25 entry of this formula, charge and spin) ... 0.000 eV
Lowest unoccupied orbital energy ... -0.0611 eV

```
! wB97M-V def2-TZVPD RIJCOSX def2/J DEFGRID3
* xyz 0 1
C -16.77 -5.31 -18.65
N -17.82 -4.51 -18.00
O -18.06 -4.76 -16.84
O -18.41 -3.66 -18.64
H -16.39 -6.07 -17.97
H -15.91 -4.65 -18.76
H -17.08 -5.73 -19.60
C -18.78 -2.57 -21.80
N -17.40 -3.08 -21.71
O -16.76 -2.80 -20.72
O -17.07 -3.85 -22.59
H -19.16 -2.52 -22.82
H -18.85 -1.57 -21.37
H -19.49 -3.23 -21.31
C -15.87 -0.44 -24.88
N -16.24 -1.88 -25.07
O -15.31 -2.66 -25.05
O -17.41 -2.14 -25.18
H -16.76 0.15 -25.05
H -15.04 -0.15 -25.51
H -15.61 -0.40 -23.82
C -13.82 -4.20 -22.21
N -14.31 -5.62 -22.19
O -14.45 -6.24 -23.22
O -14.85 -5.97 -21.15
H -14.13 -3.79 -23.17
H -12.75 -4.30 -22.03
H -14.40 -3.75 -21.42
C -11.24 -5.02 -24.87
N -10.11 -4.46 -25.63
O -9.97 -3.26 -25.68
O -9.31 -5.26 -26.08
H -11.66 -5.83 -25.45
H -12.00 -4.24 -24.83
H -10.92 -5.35 -23.89
C -15.88 -6.63 -26.37
C -14.72 -5.66 -26.63
O -13.90 -6.10 -27.70
C -12.89 -5.32 -28.05
O -12.61 -4.29 -27.52
C -12.07 -5.83 -29.25
F -12.58 -6.96 -29.74
F -12.07 -4.89 -30.21
F -10.81 -6.02 -28.86
H -16.22 -6.48 -25.35
H -15.53 -7.64 -26.59
H -16.67 -6.49 -27.11
H -14.14 -5.66 -25.71
H -15.11 -4.65 -26.74
C -9.86 -9.62 -20.30
C -11.24 -9.10 -20.66
O -11.53 -7.99 -19.78
C -11.49 -6.77 -20.28
O -11.53 -6.50 -21.44
C -11.45 -5.68 -19.19
F -12.53 -4.91 -19.33
F -11.41 -6.16 -17.97
F -10.36 -4.94 -19.40
H -9.09 -8.85 -20.41
H -9.60 -10.45 -20.95
H -9.84 -9.94 -19.26
H -12.02 -9.80 -20.40
H -11.31 -8.89 -21.73
C -13.81 2.59 -16.81
C -13.13 2.17 -18.10
O -13.68 0.89 -18.42
C -13.29 0.22 -19.48
O -12.44 0.55 -20.25
C -14.00 -1.14 -19.64
F -13.15 -2.14 -19.44
F -15.02 -1.26 -18.78
F -14.49 -1.23 -20.88
H -14.90 2.55 -16.85
H -13.56 3.63 -16.60
H -13.40 2.05 -15.95
H -12.05 2.11 -17.93
H -13.28 2.91 -18.89
C -14.63 -9.57 -21.69
C -15.56 -10.72 -22.05
O -14.98 -11.95 -21.63
C -15.25 -12.43 -20.44
O -15.95 -11.91 -19.63
C -14.55 -13.76 -20.16
F -13.72 -14.13 -21.13
F -13.84 -13.64 -19.04
F -15.46 -14.72 -20.00
H -13.66 -9.56 -22.19
H -14.42 -9.48 -20.62
H -15.14 -8.66 -22.03
H -15.67 -10.74 -23.13
H -16.53 -10.55 -21.59
C -9.55 -0.92 -18.89
C -10.03 -1.83 -19.99
O -8.90 -2.16 -20.82
C -9.14 -2.77 -21.96
O -10.19 -3.26 -22.27
C -7.86 -2.82 -22.81
F -6.80 -2.33 -22.18
F -7.58 -4.10 -23.13
F -8.05 -2.17 -23.95
H -8.80 -0.23 -19.26
H -9.24 -1.58 -18.09
H -10.36 -0.29 -18.51
H -10.82 -1.39 -20.61
H -10.47 -2.76 -19.62
C -11.07 -12.92 -26.22
C -12.06 -12.12 -27.04
O -12.24 -10.81 -26.49
C -13.12 -10.61 -25.53
O -13.82 -11.39 -24.97
C -13.17 -9.10 -25.12
F -12.33 -8.93 -24.10
F -12.91 -8.33 -26.18
F -14.42 -8.82 -24.74
H -11.46 -13.04 -25.20
H -10.12 -12.39 -26.24
H -10.94 -13.93 -26.59
H -13.05 -12.60 -27.00
H -11.81 -12.01 -28.09
*
```

C20H25Cl2N4OPtTe as an isolated structure, computed with wB97M-V/def2-TZVPD.

Relative energy (zero: lowest compared OMol25 entry of this formula, charge and spin) ... 0.000 eV
Lowest unoccupied orbital energy ... -2.5422 eV

```
! wB97M-V def2-TZVPD RIJCOSX def2/J DEFGRID3
* xyz 1 1
Pt 0.23 -1.34 -0.55
C -0.86 -4.81 2.37
N 0.46 -4.19 2.51
C 1.29 -4.52 3.53
C 2.50 -3.94 3.67
C 2.85 -2.95 2.70
N 2.04 -2.64 1.69
C 0.87 -3.24 1.59
O 0.05 -3.01 0.64
N 4.01 -2.30 2.77
H -1.13 -5.25 3.32
H -0.84 -5.58 1.60
H -1.59 -4.05 2.09
H 0.92 -5.27 4.21
H 3.15 -4.20 4.49
H 4.67 -2.49 3.51
H 4.23 -1.61 2.08
C -1.58 5.79 -1.08
C -1.48 4.39 -0.54
C -0.65 4.09 0.52
C -0.55 2.80 1.05
C 0.40 2.57 2.20
C -1.33 1.78 0.48
Te -1.20 -0.20 1.22
C -2.21 2.07 -0.57
C -3.12 1.03 -1.17
C -2.26 3.37 -1.07
H -0.72 6.39 -0.79
H -2.48 6.29 -0.70
H -1.65 5.79 -2.17
H -0.04 4.88 0.96
H -0.15 2.45 3.13
H 1.06 3.42 2.32
H 0.99 1.67 2.06
H -2.57 0.15 -1.51
H -3.67 1.45 -2.02
H -3.84 0.68 -0.44
H -2.93 3.59 -1.90
Cl -0.92 -3.61 -3.41
C 0.45 -4.10 -2.43
Cl 1.61 -2.76 -2.16
H 1.00 -4.88 -2.94
H 0.10 -4.41 -1.45
C 0.52 2.45 -3.43
C -0.18 1.32 -3.82
C -0.24 0.24 -2.96
N 0.35 0.27 -1.75
C 1.03 1.36 -1.37
C 1.13 2.47 -2.19
H 0.57 3.31 -4.09
H -0.67 1.25 -4.78
H -0.76 -0.67 -3.21
H 1.47 1.33 -0.39
H 1.68 3.33 -1.84
*
```

A 2-piece molecular cluster, C2H9N2S2 overall at a distorted geometry, computed with wB97M-V/def2-TZVPD.

Relative energy (zero: lowest compared OMol25 entry of this formula, charge and spin) ... 1.106 eV
Lowest unoccupied orbital energy (alpha / beta) ... -3.1045 / -8.5353 eV

```
! wB97M-V def2-TZVPD RIJCOSX def2/J DEFGRID3
* xyz 1 3
C 0.96 -0.09 0.61
C 0.86 -0.50 -0.87
N 2.00 -0.90 -1.42
N -0.03 0.70 1.22
S -0.58 -0.60 -1.63
S -3.05 1.41 0.77
H 1.95 0.28 0.89
H 1.06 -1.11 1.06
H 1.96 -1.40 -2.36
H 2.80 -1.02 -0.83
H -0.01 1.62 0.63
H -1.10 0.55 1.23
H -3.30 2.08 1.92
H -0.22 -1.33 -2.83
H -3.31 0.31 1.60
*
```

A 3-piece molecular cluster, C4H10O4 overall at a distorted geometry, computed with wB97M-V/def2-TZVPD.

Relative energy (zero: lowest compared OMol25 entry of this formula, charge and spin) ... 2.699 eV
Lowest unoccupied orbital energy ... 0.6880 eV

```
! wB97M-V def2-TZVPD RIJCOSX def2/J DEFGRID3
* xyz 0 1
O -1.28 2.74 -1.00
C -0.17 2.38 -1.40
C 0.18 1.01 -0.92
C -0.44 0.60 0.46
C 0.22 -0.58 1.02
O 0.99 -1.28 0.37
H 0.41 2.92 -2.09
H -0.07 0.38 -1.87
H 1.36 0.92 -0.81
H -1.48 0.60 0.46
H -0.35 1.56 1.11
H -0.17 -0.81 2.04
H 3.80 -1.09 4.36
H 2.46 -0.79 5.06
O 2.83 -1.14 4.12
H -3.48 -2.89 -3.62
H -2.10 -2.17 -4.05
O -2.70 -2.39 -3.23
*
```

C23H13F10N2O2ReS4Te as an isolated structure, computed with wB97M-V/def2-TZVPD.

Relative energy (zero: lowest compared OMol25 entry of this formula, charge and spin) ... 0.364 eV
Lowest unoccupied orbital energy (alpha / beta) ... -4.8683 / -4.8821 eV

```
! wB97M-V def2-TZVPD RIJCOSX def2/J DEFGRID3
* xyz 1 4
Re -0.11 -1.02 0.95
F 3.72 -3.87 0.03
Te 3.40 -2.67 1.52
F 4.96 -3.26 2.31
F 3.43 -1.03 2.54
F 0.11 -2.84 1.49
F 4.36 -1.52 0.37
O 1.55 -1.42 -0.10
S -2.39 -1.07 1.78
C -3.15 -1.62 0.37
N -4.51 -1.68 0.34
C -5.19 -2.17 -0.71
C -4.49 -2.60 -1.80
C -3.10 -2.49 -1.74
N -2.44 -2.01 -0.70
H -5.01 -1.35 1.16
H -6.27 -2.19 -0.63
H -4.99 -3.00 -2.67
H -2.49 -2.82 -2.57
F 1.30 -2.31 3.72
C 0.93 -1.04 3.88
C 0.29 -0.32 2.86
C -0.11 0.97 3.22
F -0.83 1.70 2.36
C 0.15 1.54 4.45
F -0.25 2.78 4.72
C 0.83 0.81 5.41
F 1.10 1.34 6.59
C 1.21 -0.49 5.12
F 1.84 -1.21 6.05
O -0.41 0.54 -0.21
C 0.19 1.09 -1.34
C 0.99 2.34 -0.98
C 0.78 3.14 0.11
C 1.64 4.27 0.13
C 2.49 4.30 -0.93
S 2.26 2.97 -1.98
C 1.20 0.16 -1.93
C 2.16 -0.64 -1.08
C 3.01 -1.43 -2.03
C 2.80 -1.15 -3.31
S 1.48 0.00 -3.53
C -0.89 1.41 -2.35
C -1.61 0.52 -3.09
C -2.62 1.14 -3.86
C -2.65 2.49 -3.68
S -1.43 3.02 -2.61
H 0.03 2.92 0.85
H 1.63 5.02 0.90
H 3.24 5.03 -1.16
H 2.82 0.14 -0.64
H 3.74 -2.13 -1.67
H 3.29 -1.54 -4.19
H -1.42 -0.54 -3.07
H -3.29 0.62 -4.53
H -3.30 3.21 -4.15
*
```

A 2-piece molecular cluster, CH5ClO2SSi overall at a distorted geometry, computed with wB97M-V/def2-TZVPD.

Lowest unoccupied orbital energy (alpha / beta) ... 0.5173 / -1.1154 eV

```
! wB97M-V def2-TZVPD RIJCOSX def2/J DEFGRID3
* xyz 0 3
C 1.02 -2.17 -0.94
O -3.22 -0.47 0.55
O -1.09 0.74 0.31
Si 0.02 1.87 0.73
S -2.17 -0.30 -0.40
Cl 1.60 1.44 -0.47
H 1.53 -2.58 -1.71
H 1.05 -1.10 -0.84
H 0.99 -2.68 -0.06
H -0.33 3.29 0.67
H 0.60 1.94 2.16
*
```